<P>
The following is a quantum chemistry calculation of the ion C4H9N4 with charge +1, from the Open Molecules 2025 dataset.

XYZ file:
```
17
Properties=species:S:1:pos:R:3
C 0.30033 -2.12580 -0.37226
C -0.64006 -1.05236 -0.06413
N -1.87445 -0.88008 0.09784
N -2.38126 0.41570 0.09431
C -1.46287 1.21953 -0.11676
C -0.12071 0.46894 -0.24156
N 0.81717 0.78957 -1.20582
N 0.57299 0.89321 1.36003
H 1.38259 -1.83342 -0.01503
H 0.51279 -2.16621 -1.43625
H -0.19317 -2.93706 0.09772
H -1.61397 2.26900 -0.17426
H 0.87445 1.66496 -1.67444
H 1.72076 0.39340 -1.24696
H 0.31805 0.13763 1.97595
H 0.22956 1.76841 1.81065
H 1.55779 0.97459 1.11097
```

Orbital gap = 9.297 eV
Total charge = +1

=====

<Q>
The following is a quantum chemistry calculation of a structure of composition C4H9N4, from the Open Molecules 2025 dataset.

XYZ file:
```
17
Properties=species:S:1:pos:R:3
C -0.12674 -0.81991 1.10078
C -0.02361 -0.57316 -0.83941
C -0.13327 1.88758 -0.86791
C 0.58478 0.67731 -1.29488
N -1.12879 -1.12894 -1.57564
N -0.17781 -1.87712 -1.53259
N -0.09974 -2.06630 1.33180
N -0.14226 0.17329 1.92927
H 0.28000 2.66723 -1.37898
H 0.24233 1.92845 0.14152
H -1.19222 1.72194 -0.90076
H 1.64678 0.87470 -0.84975
H 0.60721 0.58457 -2.39170
H -0.15236 -2.72132 0.56245
H 0.12302 -2.54652 2.17086
H -0.20734 1.20589 1.48711
H -0.09998 0.01230 2.90783
```

Orbital gap = 10.560 eV
Total charge = +1

=====

<R>
The following is a quantum chemistry calculation of the ion C4H9N4 with charge +1, from the Open Molecules 2025 dataset.

XYZ file:
```
17
Properties=species:S:1:pos:R:3
C 1.37496 -0.16069 -0.34644
C -0.09697 -1.63599 -0.32927
C -1.02750 -0.74496 0.03670
C 1.25118 2.23746 0.27980
N -0.64984 0.59634 0.24810
N 0.68759 0.85293 0.04337
N -0.02518 -2.88925 -0.78965
N -2.25167 -0.96598 0.54542
H 2.40990 -0.37345 -0.57851
H 1.22749 2.69607 -0.79578
H 0.79432 2.82377 1.10320
H 2.34101 2.04579 0.33620
H -1.19953 1.42190 0.48325
H -0.19648 -3.09207 -1.77465
H 0.68001 -3.42122 -0.31781
H -2.63857 -1.92133 0.77007
H -2.85238 -0.14363 0.31285
```

Orbital gap = 9.274 eV
Total charge = +1

=====

Which structure is the most stable? The one labeled <P>.

=====

<P>
The following is a quantum chemistry calculation of the ion C4H9N4 with charge +1, from the Open Molecules 2025 dataset.

XYZ file:
```
17
Properties=species:S:1:pos:R:3
C -0.19730 2.57875 -0.62210
N 0.16358 1.23425 -0.32277
C -0.78328 -0.00740 -1.08399
N -0.68195 -1.15702 -0.24481
C 0.32676 -1.38163 0.60340
N 0.42131 -2.55496 1.21860
C 1.20308 -0.31334 0.94616
N 0.99119 0.90744 0.55158
H 0.52974 3.24191 -0.15449
H -0.19884 2.73296 -1.70125
H -1.18745 2.81314 -0.22475
H -1.79947 0.37004 -1.13606
H -0.32212 -0.12578 -2.06319
H -1.41285 -1.85261 -0.33635
H 1.13458 -2.69481 1.91433
H -0.17907 -3.33356 0.99527
H 1.99208 -0.45737 1.66042
```

Orbital gap = 9.027 eV
Total charge = +1

=====

<Q>
The following is a quantum chemistry calculation of a cluster of 2 separate species, C4H9N4 in total, from the Open Molecules 2025 dataset.

XYZ file:
```
17
Properties=species:S:1:pos:R:3
C 2.39456 -0.23388 -0.83614
C 2.05197 0.98859 -0.27102
C -2.14904 1.19121 -0.12072
C -0.58950 -1.01696 0.85980
N 1.51106 -1.11119 -0.51363
N 0.98634 0.74149 0.44453
N 0.57840 -0.51587 0.26430
N -0.73734 -2.23215 0.45958
H 3.27964 -0.34359 -1.47836
H 2.51673 1.92011 -0.21775
H -3.15885 0.91601 -0.37405
H -1.76943 2.10512 -0.63159
H -2.33407 1.43929 1.01430
H -1.51739 0.30404 -0.20675
H -1.47531 -2.84854 0.88807
H 0.61373 1.46364 1.04475
H -0.20150 -2.76731 -0.32533
```

Orbital gap = 8.647 eV
Total charge = +1

=====

<R>
The following is a quantum chemistry calculation of the ion C4H9N4 with charge +1, from the Open Molecules 2025 dataset.

XYZ file:
```
17
Properties=species:S:1:pos:R:3
C 1.10950 -0.57856 0.14581
C 0.14628 1.44782 -2.37103
C -1.33474 -1.94320 2.30711
C 0.87304 1.66087 -1.05004
N 0.47403 -1.38671 0.97129
N -1.18270 0.12982 1.25368
N 0.76350 0.58757 -0.19544
N -0.68759 -0.94564 1.46309
H 2.03502 -1.04440 -0.21492
H -0.92586 1.35781 -2.20342
H 0.49392 0.54350 -2.86529
H 0.31687 2.29679 -3.02542
H -2.25195 -2.27814 1.81845
H -0.64612 -2.77636 2.43687
H -1.60263 -1.49919 3.26657
H 0.47611 2.54292 -0.52461
H 1.94332 1.88512 -1.21271
```

Orbital gap (alpha / beta) = 6.984 / 6.990 eV
Total charge = +1

=====

Which structure is the most stable? The one labeled <P>.

=====

<P>
The following is a quantum chemistry calculation of a cluster of 2 separate species, C3H10N3 in total, from the Open Molecules 2025 dataset.

XYZ file:
```
16
Properties=species:S:1:pos:R:3
C 0.81050 -0.71308 -0.83115
C 0.87904 0.14648 -1.89730
N 1.01733 1.50804 -1.83507
N -0.04958 -1.87843 -0.93307
H 1.17078 -0.45430 0.13436
H 0.87433 -0.29486 -2.90691
H 0.46892 2.00230 -2.57773
H 0.82520 1.97525 -0.96626
H -0.98461 -1.73073 -0.50083
H 0.33257 -2.66437 -0.39424
H -0.18190 -2.15357 -1.89862
C -1.40811 0.77492 2.80849
N -0.36913 1.54116 2.81623
H -2.31904 1.02312 2.19429
H -1.45073 -0.10532 3.47511
H 0.38443 1.02340 3.31269
```

Orbital gap = 9.217 eV
Total charge = +1

=====

<Q>
The following is a quantum chemistry calculation of the ion C3H10N3 with charge +1, from the Open Molecules 2025 dataset.

XYZ file:
```
16
Properties=species:S:1:pos:R:3
N 2.29241 0.06336 0.57910
N 1.31925 0.01283 -0.34429
C 0.23488 1.10353 -0.48636
C -0.80347 -0.14243 -0.58832
N -1.93964 -0.11858 0.34930
C 0.27988 -1.08673 -0.11733
H 2.20965 0.78065 1.24716
H 3.19227 0.34556 0.04988
H 0.20306 1.50956 -1.39697
H 0.12359 1.87155 0.33663
H -1.13189 -0.37549 -1.60046
H -2.53879 -0.85520 0.20311
H -2.53244 0.67627 0.20815
H -1.64275 -0.44135 1.28919
H 0.27729 -1.39946 1.02962
H 0.45669 -1.94408 -0.75840
```

Orbital gap = 8.942 eV
Total charge = +1

=====

<R>
The following is a quantum chemistry calculation of a cluster of 2 separate species, C3H10N3 in total, from the Open Molecules 2025 dataset.

XYZ file:
```
16
Properties=species:S:1:pos:R:3
C 2.44402 -0.01050 -0.18502
C 1.37446 -0.99480 0.28489
C 1.10809 0.43426 0.15448
N 0.35391 1.49818 0.15760
N -1.50205 -0.64417 -0.19661
N -2.48271 0.46943 0.07129
H 3.26511 0.13812 0.48735
H 2.65857 -0.01988 -1.30468
H 1.00679 -1.47284 -0.61434
H 1.30712 -1.56076 1.26828
H -1.72808 -0.89880 -1.16258
H -2.67256 0.56917 1.04396
H -1.77146 -1.36290 0.49418
H -3.38284 0.14304 -0.35248
H -0.70059 1.39736 0.03882
H 0.72223 2.31511 -0.18514
```

Orbital gap = 9.034 eV
Total charge = +1

=====

<S>
The following is a quantum chemistry calculation of the ion C3H10N3 with charge +1, from the Open Molecules 2025 dataset.

XYZ file:
```
16
Properties=species:S:1:pos:R:3
C 1.26325 -1.20613 -0.18458
N 0.52431 0.03299 0.25907
C 1.32002 1.23820 -0.21588
N -0.76330 0.02458 -0.42354
C -1.85379 -0.07112 0.30443
N -3.07027 0.00442 -0.21186
H 1.33568 -1.12261 -1.30371
H 2.24650 -1.35244 0.23744
H 0.44245 -1.94627 0.09622
H 0.31445 0.10083 1.28071
H 1.35110 1.26758 -1.29244
H 0.87162 2.18898 0.27575
H 2.40353 1.07005 0.03723
H -1.93536 -0.35825 1.33914
H -3.83885 -0.40929 0.34986
H -3.35659 0.15247 -1.19393
```

Orbital gap = 11.088 eV
Total charge = +1

=====

Which structure is the most stable? The one labeled <S>.